<w>
Density functional theory data (ωB97M-V/def2-TZVPD) for the molecule C3H5N3O.

The HOMO energy comes out at -0.3181 Eh. The SMILES is O/N=C1/C=NNC1.

Cartesian coordinates (Å):
O1 -2.324 -0.432 0.021
N1 -1.557 0.723 -0.090
C1 -0.310 0.344 -0.061
C2 0.816 1.208 0.040
N2 1.923 0.518 0.101
N3 1.662 -0.823 -0.189
C3 0.278 -1.070 0.023
H1 -3.180 -0.017 0.385
H2 0.698 2.256 -0.032
H3 2.272 -1.246 0.481
H4 -0.094 -1.740 -0.705
H5 -0.007 -1.621 0.923


<x>
Density functional theory data (ωB97M-V/def2-TZVPD) for a cluster of 2 separate species, C3H5N3O in total.

The HOMO energy comes out at -0.3863 Eh. The SMILES is N#CCO.N=C=N.

Cartesian coordinates (Å):
N1 0.300 1.345 -1.067
C1 -0.525 0.759 -0.507
C2 -1.647 0.037 0.132
O1 -2.857 0.734 -0.022
H1 -1.678 -0.979 -0.284
H2 -1.451 -0.054 1.203
H3 -3.001 0.891 -0.964
N2 2.953 0.415 0.173
C3 2.177 -0.482 0.457
N3 1.380 -1.318 0.886
H4 2.768 0.939 -0.677
H5 1.582 -2.287 0.669


Which one sits at the top of the stability order? <x> does.


<w>
Density functional theory data (ωB97M-V/def2-TZVPD) for the molecule C3H5N3O.

The HOMO energy comes out at -0.2866 Eh.

Cartesian coordinates (Å):
N1 2.007 -0.028 0.064
C1 0.643 -0.095 -0.207
C2 -0.173 1.081 -0.093
N2 -1.457 0.842 -0.156
C3 -1.829 -0.814 0.529
O1 -2.757 -1.419 0.173
N3 -0.049 -1.193 -0.313
H1 2.550 -0.765 -0.362
H2 2.427 0.873 -0.115
H3 0.243 1.996 0.326
H4 -2.055 1.569 0.233
H5 0.452 -2.047 -0.079


<x>
Density functional theory data (ωB97M-V/def2-TZVPD) for the molecule C3H5N3O.

The HOMO energy comes out at -0.3177 Eh. The SMILES is CC1=NN=CNO1.

Cartesian coordinates (Å):
C1 -2.086 -0.179 0.102
C2 -0.517 -0.179 -0.232
N1 0.051 -1.204 -0.111
N2 1.410 -1.314 -0.301
C3 2.107 -0.303 0.140
N3 1.289 1.046 0.170
O1 0.127 0.939 -0.549
H1 -2.783 0.305 -0.771
H2 -2.304 -1.175 0.494
H3 -2.222 0.619 0.916
H4 3.169 -0.405 0.075
H5 1.759 1.850 0.067


Which one sits at the top of the stability order? <w> does.


<w>
Density functional theory data (ωB97M-V/def2-TZVPD) for the molecule C3H5N3O.

The HOMO energy comes out at -0.3339 Eh. The SMILES is OCc1nc[nH]n1.

Cartesian coordinates (Å):
O1 0.779 -1.971 -1.329
C1 0.922 -0.604 -1.446
C2 -0.121 0.023 -0.283
N1 0.535 1.107 -0.078
C3 -0.175 1.418 1.570
N2 -1.163 0.570 1.524
N3 -1.200 -0.322 0.486
H1 -0.170 -2.125 -1.295
H2 0.770 -0.247 -2.483
H3 2.012 -0.401 -1.282
H4 -0.206 2.082 2.477
H5 -1.982 0.470 2.139


<x>
Density functional theory data (ωB97M-V/def2-TZVPD) for the molecule C3H5N3O.

The HOMO energy comes out at -0.3433 Eh. The SMILES is [H]/N=N\CCN=C=O.

Cartesian coordinates (Å):
H1 -1.677 1.263 -1.779
N1 -0.659 0.830 -1.932
N2 -0.146 0.397 -0.919
C1 -0.797 0.262 0.427
C2 0.327 -0.332 1.272
N3 1.501 -0.769 0.518
C3 1.816 -0.661 -0.632
O1 2.199 -0.893 -1.689
H2 -1.681 -0.438 0.363
H3 -1.422 1.138 0.652
H4 0.683 0.393 1.992
H5 -0.144 -1.190 1.727


Which one sits at the top of the stability order? <x> does.


<w>
Density functional theory data (ωB97M-V/def2-TZVPD) for the molecule C3H5N3O.

The HOMO energy comes out at -0.3251 Eh.

Cartesian coordinates (Å):
N1 -1.848 -0.664 0.810
C1 -0.675 -0.248 0.233
N2 0.317 -0.953 -0.130
C2 1.269 0.022 -0.685
O1 2.594 -0.234 -0.334
C3 0.754 1.447 -0.416
N3 -0.453 1.158 0.051
H1 -1.974 -1.666 0.765
H2 -2.680 -0.149 0.558
H3 2.598 -0.514 0.589
H4 1.220 -0.059 -1.785
H5 -1.124 1.859 0.345


<x>
Density functional theory data (ωB97M-V/def2-TZVPD) for the molecule C3H5N3O.

The HOMO energy comes out at -0.2837 Eh. The SMILES is Nc1c[nH]c(=O)[nH]1.

Cartesian coordinates (Å):
N1 2.058 -0.083 0.026
C1 0.671 0.077 0.029
C2 -0.126 1.162 0.054
N2 -1.463 0.698 0.019
C3 -1.486 -0.684 0.031
O1 -2.448 -1.426 0.058
N3 -0.143 -1.051 -0.001
H1 2.349 -0.842 -0.578
H2 2.534 0.766 -0.253
H3 0.121 2.205 -0.078
H4 -2.215 1.171 0.496
H5 0.147 -1.994 0.198


Which one sits at the top of the stability order? <x> does.


<w>
Density functional theory data (ωB97M-V/def2-TZVPD) for a structure of composition C5H6O2.

The HOMO energy comes out at -0.3598 Eh.

Cartesian coordinates (Å):
C1 -1.862 0.647 -0.123
C2 -0.431 0.410 0.238
O1 -0.188 -0.951 0.589
C3 0.612 0.276 -0.889
O2 0.897 0.895 -1.866
C4 1.054 -0.945 -0.141
C5 2.017 -1.356 0.667
H1 -2.492 0.595 0.769
H2 -2.182 -0.126 -0.825
H3 -1.957 1.627 -0.590
H4 -0.046 1.087 1.020
H5 1.237 -1.422 1.502
H6 3.098 -1.403 0.495


<x>
Density functional theory data (ωB97M-V/def2-TZVPD) for the molecule C5H6O2.

The HOMO energy comes out at -0.3474 Eh.

Cartesian coordinates (Å):
O1 2.654 1.294 -0.049
C1 2.240 -0.037 -0.254
C2 0.775 -0.198 -0.255
C3 -0.402 -0.298 0.017
C4 -1.707 -0.035 0.955
C5 -2.240 -0.414 -0.346
O2 -2.727 0.411 -1.088
H1 2.247 1.621 0.764
H2 2.635 -0.707 0.529
H3 2.672 -0.355 -1.203
H4 -1.758 1.042 1.152
H5 -1.986 -0.632 1.855
H6 -2.203 -1.509 -0.515


Which one sits at the top of the stability order? <w> does.


<w>
Density functional theory data (ωB97M-V/def2-TZVPD) for a cluster of 2 separate species, C3H9NO3 in total.

The HOMO energy (spin up / spin down) comes out at -0.3476 / -0.2611 Eh.

Cartesian coordinates (Å):
C1 2.283 -0.196 -0.244
C2 0.771 -0.257 0.135
C3 -0.062 0.705 -0.667
N1 -2.970 -0.193 0.418
O1 0.537 -1.636 -0.062
O2 -0.504 1.868 -0.122
O3 -2.161 -0.811 -0.474
H1 2.435 -0.516 -1.225
H2 2.809 -0.779 0.460
H3 2.619 0.762 -0.138
H4 0.758 -0.192 1.280
H5 -0.292 0.404 -1.632
H6 -3.102 0.848 0.145
H7 -2.837 -0.285 1.446
H8 -0.395 -1.784 0.112
H9 0.110 2.061 0.571


<x>
Density functional theory data (ωB97M-V/def2-TZVPD) for a structure of composition C3H9NO3.

The HOMO energy comes out at -0.3483 Eh.

Cartesian coordinates (Å):
H1 -1.010 0.447 1.681
O1 0.012 0.537 2.430
O2 -1.842 0.211 0.982
H2 -0.050 1.258 3.061
H3 0.733 0.548 1.730
C1 -1.451 0.020 -0.251
O3 -2.122 0.147 -1.238
C2 0.106 -0.542 -0.388
H4 0.000 -1.443 0.217
N1 1.041 0.397 0.282
H5 1.981 0.129 0.024
H6 0.778 1.341 0.033
C3 0.375 -0.672 -1.857
H7 1.197 -1.404 -1.948
H8 -0.427 -1.200 -2.371
H9 0.678 0.225 -2.388


<y>
Density functional theory data (ωB97M-V/def2-TZVPD) for a cluster of 2 separate species, C3H9NO3 in total.

The HOMO energy comes out at -0.3712 Eh. The SMILES is NC(=O)CCO.O.

Cartesian coordinates (Å):
N1 2.034 0.502 1.782
C1 2.343 -0.069 0.565
O1 3.233 -0.874 0.442
C2 1.528 0.384 -0.623
C3 0.069 0.735 -0.420
O2 -0.571 0.952 -1.673
H1 2.093 -0.099 2.586
H2 1.357 1.243 1.829
H3 1.954 1.337 -0.976
H4 1.711 -0.305 -1.435
H5 -0.492 -0.044 0.096
H6 0.024 1.668 0.137
H7 0.088 0.888 -2.372
O3 -5.212 -1.837 -0.232
H8 -4.557 -1.766 0.465
H9 -5.601 -2.714 -0.172


Which one sits at the top of the stability order? <y> does.